#P
An isolated molecule of C2H5NO3S, computed with the ωB97M-V functional and the def2-TZVPD basis.

Each line ends with the Löwdin charge.
Element x y z (Å)
H1 -0.26118 -0.02044 -1.86643  0.076
C1 -0.50548 0.98940 -0.10917  -0.563
N1 -0.35224 -1.44435 0.76032  0.078
H2 2.14858 0.36523 -1.06705  -0.150
O1 -0.12989 -0.87901 -1.43027  -0.013
H3 -0.32258 -1.29241 1.83616  0.162
O2 -0.72258 1.41631 1.12459  0.115
C2 -0.00169 -0.45494 -0.10510  -0.674
S1 2.09675 -0.18936 0.21347  0.565
H4 -0.16471 -2.36198 0.49801  0.075
O3 -0.65993 1.53877 -1.13449  0.149
H5 -1.12503 2.33277 1.27997  0.182

SMILES string: N[C@](O)(S)C(=O)O
HOMO, eV: -8.780

---

#Q
A cluster of 2 separate species, C2H5NO3S in total, computed with the ωB97M-V functional and the def2-TZVPD basis.

Each line ends with the Löwdin charge.
Element x y z (Å)
C1 0.44323 -0.76173 1.05520  -0.132
C2 -0.75868 1.42443 -0.42884  -0.131
O1 1.83963 1.11552 -0.14409  -0.320
H1 -1.43261 0.58792 -0.46917  0.042
H2 -0.68329 1.97226 -1.29738  0.036
N1 -0.68106 -1.80394 -0.23933  0.035
S1 0.63627 0.35089 -0.23313  0.578
H3 1.33089 -1.18206 1.25483  0.030
H4 -0.13063 -0.57600 1.89224  0.043
O2 -0.26344 -2.87003 -0.38296  0.050
H5 -0.82848 2.27061 0.39653  0.129
O3 0.52816 -0.52788 -1.40391  -0.359

HOMO, eV: -9.066

---

In terms of stability, #P leads; the second structure lies 109.2 kcal/mol higher.

---

#P
An isolated molecule of FH3N2OS, computed with the ωB97M-V functional and the def2-TZVPD basis.

Each line ends with the Löwdin charge.
Element x y z (Å)
S1 -2.23777 0.38503 -0.27259  0.799
N1 0.27229 -0.30067 -0.42490  -0.161
N2 1.57535 0.37361 -0.02658  0.081
H1 -2.63331 -0.77839 0.23985  -0.145
O1 -0.69952 0.31239 0.42265  -0.604
H2 1.73048 0.75636 -0.92237  0.053
H3 1.60907 0.87039 0.84233  0.073
F1 0.38341 -1.61873 0.14160  -0.096

SMILES string: NN(F)OS
HOMO, eV: -10.002

---

#Q
A structure of composition FH3N2OS, computed with the ωB97M-V functional and the def2-TZVPD basis.

Each line ends with the Löwdin charge.
Element x y z (Å)
H1 -1.01701 -1.72934 -0.40975  0.074
H2 0.82333 2.81689 0.40418  -0.156
N1 -0.19033 -1.51556 0.22285  0.116
N2 0.59361 -0.09896 -0.52122  -0.162
F1 -0.39004 0.52348 -1.31873  -0.104
O1 0.64817 0.71900 0.50162  -0.577
S1 1.82669 1.99668 0.30784  0.840
H3 -0.54459 -1.10849 0.99867  -0.031

HOMO, eV: -10.189

---

In terms of stability, #P leads; the second structure lies 24.8 kcal/mol higher.

---

#P
A cluster of 2 separate species, C7H10N2O2S in total, computed with the ωB97M-V functional and the def2-TZVPD basis.

Each line ends with the Löwdin charge.
Element x y z (Å)
C1 1.70655 0.33573 0.52741  -0.171
N1 -1.57223 3.29108 -1.27116  0.164
S1 -2.14064 1.63156 0.82809  0.762
N2 -1.15604 -0.36675 -1.82831  -0.396
C2 -0.40048 -0.42960 -0.63790  -0.258
C3 -0.62647 -1.60449 0.26420  -0.120
C4 0.62616 0.42335 -0.49732  -0.049
H1 0.51760 -2.55935 1.75778  0.085
H2 -1.68453 4.21950 -1.62537  0.098
C5 -1.72745 2.59967 -0.32845  -0.843
H3 -1.02301 -2.50364 -0.23798  0.132
H4 -1.38066 -1.19512 0.89513  0.085
H5 1.68677 1.46690 0.81066  0.155
H6 0.90700 1.13858 -1.22584  0.113
H7 0.84049 -0.10962 2.30330  0.085
H8 2.31501 -1.02474 2.04436  0.129
H9 1.33919 -2.27954 0.23561  0.129
C6 0.68356 -1.87751 1.00565  -0.171
C7 1.35051 -0.66465 1.60527  -0.190
H10 2.59157 0.08626 -0.00912  0.110
O1 -0.88727 0.59413 -2.54626  0.027
O2 -1.96562 -1.17173 -2.06977  0.124

SMILES string: O=[N+]([O-])C1=CCCCC1.N=C=S
HOMO, eV: -9.107

---

#Q
An isolated molecule of C7H10N2O2S, computed with the ωB97M-V functional and the def2-TZVPD basis.

Each line ends with the Löwdin charge.
Element x y z (Å)
C1 0.35729 -1.07507 -0.29880  -0.203
O1 2.80006 -0.77154 -0.05193  0.142
H1 3.06841 1.84906 -0.46163  0.091
H2 -0.50015 -2.82902 0.50073  0.094
H3 1.10896 -3.07579 -0.25846  0.087
H4 -4.02052 0.26581 0.70212  0.089
C2 0.16919 -2.48101 -0.32112  -0.062
H5 -3.13950 1.47664 -0.58795  0.079
C3 2.25426 2.00429 0.19766  -0.002
O2 -2.45515 -1.55070 -0.15048  0.094
C4 -3.07289 0.72480 0.30710  -0.054
N1 -0.71492 -0.12637 -0.23137  0.077
C5 -2.10183 -0.42129 -0.02065  -0.450
H6 -0.35443 -3.02760 -1.18329  0.114
H7 2.90536 -1.67156 -0.08644  0.062
N2 1.27407 0.91931 0.00157  -0.066
C6 1.50228 -0.37495 -0.12634  -0.300
H8 2.55188 1.91938 1.18775  0.070
S1 -0.66920 2.63031 -0.52134  0.695
C7 -0.08504 1.19969 -0.06001  -0.708
H9 1.74473 2.96739 0.33436  0.060
H10 -2.62285 1.44823 1.12853  0.090

SMILES string: CC(=O)n1c(C)c(O)n(C)c1=S
HOMO, eV: -7.395

---

In terms of stability, #Q leads; the second structure lies 73.7 kcal/mol higher.

---

#P
An isolated molecule of C4H6F2, computed with the ωB97M-V functional and the def2-TZVPD basis.

Each line ends with the Löwdin charge.
Element x y z (Å)
F1 1.43373 0.39277 -0.91767  0.089
H1 -0.82717 1.95365 -0.69007  0.099
C1 -0.70340 -0.11414 -0.04488  -0.301
H2 -1.35654 -2.03093 -0.64460  0.087
F2 1.12105 -0.33610 1.10694  0.075
H3 0.95035 -1.45496 -0.31187  0.150
H4 -2.70296 -0.81360 -0.11585  0.059
H5 -0.35506 1.67536 0.94224  0.083
C2 -1.10429 1.34859 0.20022  -0.027
C3 -1.66200 -1.01539 -0.25972  0.073
C4 0.69547 -0.42894 -0.14753  -0.446
H6 -2.05638 1.41980 0.62823  0.058

SMILES string: C=C(C)C(F)F
HOMO, eV: -10.089

---

#Q
An isolated molecule of C4H6F2, computed with the ωB97M-V functional and the def2-TZVPD basis.

Each line ends with the Löwdin charge.
Element x y z (Å)
H1 -2.39747 -0.38370 1.58144  0.057
C1 -1.77583 0.05524 0.84741  0.083
C2 0.14705 0.06275 -0.75787  -0.331
H2 -2.10251 0.89397 0.24521  0.070
H3 2.17980 0.64478 -0.97336  0.072
H4 1.46100 1.16416 0.66699  0.113
H5 -0.27483 0.99015 -1.16960  0.144
H6 1.92548 -0.47218 0.35285  0.078
C3 -0.73613 -0.58739 0.36058  -0.337
F1 0.37628 -0.95659 -1.64599  0.001
C4 1.51133 0.38972 -0.17102  -0.048
F2 -0.31417 -1.80091 0.66336  0.099

SMILES string: C=C(F)[C@@H](C)F
HOMO, eV: -10.069

---

In terms of stability, #P leads; the second structure lies 1.4 kcal/mol higher.

---

#P
A cluster of 2 separate species, C3H5O3 in total, computed with the ωB97M-V functional and the def2-TZVPD basis.

Each line ends with the Löwdin charge.
Element x y z (Å)
H1 -2.26706 -0.66875 -1.57863  0.042
H2 2.72410 1.53829 -0.33666  0.072
H3 -2.40230 -2.05375 -0.31887  0.026
C1 1.19707 0.50307 0.09535  -0.330
H4 -0.21251 -1.43650 0.62991  0.098
H5 0.80859 1.12214 2.32616  -0.081
C2 -1.82526 -1.24410 -0.76375  -0.029
C3 -0.65321 -0.90658 -0.22052  -0.270
O1 1.91203 1.27350 -0.77701  -0.056
O2 0.02940 0.19845 -0.60631  -0.113
O3 0.68913 1.67422 1.55032  -0.359

Net charge: -1
HOMO, eV: -2.049

---

#Q
A cluster of 2 separate species, C3H5O3 in total, computed with the ωB97M-V functional and the def2-TZVPD basis.

Each line ends with the Löwdin charge.
Element x y z (Å)
H1 -0.21454 2.17784 -1.77992  0.030
H2 0.20461 -0.05187 1.01355  0.060
C1 0.65215 -2.16951 0.28889  -0.646
O1 -0.57644 0.53872 1.10516  -0.072
C2 -0.14671 1.96258 -0.73098  -0.015
H3 0.49200 2.44752 0.00460  0.049
O2 0.42273 -1.97169 1.50144  -0.126
C3 -0.89526 1.04570 -0.10992  -0.331
O3 0.68292 -1.29491 -0.59903  -0.128
H4 -1.65011 0.47545 -0.64830  0.097
H5 1.02865 -3.15982 -0.04549  0.084

Net charge: -1
HOMO, eV: -4.507

---

In terms of stability, #Q leads; the second structure lies 72.4 kcal/mol higher.